Density functional theory data (ωB97M-V with the def2-TZVPD basis set) for a 2-piece molecular cluster, C4H11OS overall.

XYZ file:
```
17
Properties=species:S:1:pos:R:3:forces:R:3:nbo_charge:R:1
S -1.2369 -1.6628 -0.2968 -0.07 0.24 -0.04 -0.76
O 2.3912 0.7411 -1.5651 0.20 0.05 -0.12 -0.75
C 1.1048 1.0173 -1.0093 -0.60 0.35 0.42 -0.08
C 0.1010 1.4448 1.3048 0.30 0.07 -0.15 -0.62
C 1.2723 1.7090 0.3581 0.66 -0.37 -0.26 -0.41
C -2.3600 -3.0682 0.0084 0.24 0.24 0.04 -0.73
H -0.0450 0.3716 1.3925 -0.11 -0.13 0.15 0.25
H 0.5692 1.7355 -1.6562 0.01 -0.47 -0.08 0.14
H 0.5142 0.0899 -0.9050 0.20 0.40 -0.07 0.22
H 2.2311 1.3045 0.7511 -0.59 0.25 0.10 0.20
H 1.4257 2.7842 0.1859 0.03 -0.14 0.15 0.17
H -1.8993 -3.9471 -0.4313 -0.26 -0.37 -0.07 0.17
H -2.4706 -3.2361 1.0763 -0.01 -0.13 0.23 0.17
H -0.8326 1.8457 0.9156 -0.08 0.06 -0.12 0.20
H -3.3693 -2.9211 -0.3884 0.11 -0.02 -0.18 0.17
H 0.2631 1.8881 2.2915 0.07 -0.04 -0.04 0.18
H 2.3412 -0.0965 -2.0321 -0.11 0.00 0.05 0.47
```
Forces are in eV/Å.

Summary:
frontier orbital gap = 6.207 eV
ΔE to the lowest compared entry with this formula, charge and spin = 0.684 eV
multiplicity = 1
charge = -1
HOMO level = -2.4 eV